1.
Computed, not measured: 2 unconnected molecules or ions with the total composition C3H6Br2NO, with ωB97M-V with the def2-TZVPD basis set.

Properties
* energy relative to the best compared isomer or geometry (same formula, charge and spin): 55.3 kcal/mol
* Kohn-Sham gap (alpha / beta): 8.5 / 8.5 eV
* net charge: +1

Last column: Mulliken charge in e.
Atoms and positions in Å:
C  -1.1761  -0.5420  0.6396  0.587
C  0.1202  -0.4209  -1.9457  -0.667
C  -0.1004  0.4925  0.3026  -0.342
N  1.0378  0.3689  1.2903  -0.319
O  -0.9241  -1.4926  1.3551  -0.509
Br  -3.0040  -0.2976  -0.0969  -0.050
Br  -0.5644  2.3511  0.1164  0.047
H  -0.7724  -0.0157  -2.2022  0.463
H  0.2692  -1.4299  -1.7637  0.319
H  1.0841  0.0106  -2.1490  0.321
H  1.9932  0.3548  0.7598  0.397
H  1.0799  1.1884  1.8279  0.357
H  0.9571  -0.5677  1.8656  0.396

2.
Computed, not measured: 2 unconnected molecules or ions with the total composition C3H6BrClO, with ωB97M-V with the def2-TZVPD basis set.

Properties
* energy relative to the best compared isomer or geometry (same formula, charge and spin): 50.3 kcal/mol
* Kohn-Sham gap (alpha / beta): 5.3 / 5.3 eV

Last column: Mulliken charge in e.
Atoms and positions in Å:
C  -0.6624  0.7066  1.2699  -0.888
C  -0.2665  -0.0317  -1.2737  -0.155
C  0.1050  0.6199  -0.0046  0.228
O  0.6155  -0.9651  -1.7774  -0.349
Cl  1.6027  -2.3187  0.8938  -0.679
Br  1.9218  1.1842  0.3094  0.149
H  -1.6889  0.3794  0.9787  0.305
H  -0.2352  -0.0584  1.8961  0.309
H  -0.6880  1.6483  1.8396  0.373
H  -0.5513  0.7373  -2.0407  0.328
H  -1.2492  -0.5192  -1.0454  0.241
H  1.0966  -1.3826  -1.0457  0.137

3.
Computed, not measured: a molecular structure, C3H6BrF, with ωB97M-V with the def2-TZVPD basis set.

Properties
* energy relative to the best compared isomer or geometry (same formula, charge and spin): 51.8 kcal/mol
* Kohn-Sham gap: 10.5 eV

Last column: Mulliken charge in e.
Atoms and positions in Å:
C  -0.2076  0.4457  1.4625  -1.021
C  0.7438  0.0036  -1.2249  -1.241
C  -0.4819  -0.3449  -0.4073  0.434
F  -1.6601  0.2496  -0.7707  -0.255
Br  -0.6584  -2.2416  -0.4305  -0.130
H  -0.1146  1.4797  1.2938  0.382
H  -1.1751  0.3229  2.0332  0.292
H  0.4726  -0.2652  1.9308  0.359
H  0.6118  -0.4761  -2.1290  0.419
H  1.5344  -0.2157  -0.5873  0.395
H  0.9352  1.0420  -1.1708  0.366

4.
Computed, not measured: 2 unconnected molecules or ions with the total composition C3H6BrNO4, with ωB97M-V with the def2-TZVPD basis set.

Properties
* energy relative to the best compared isomer or geometry (same formula, charge and spin): 48.9 kcal/mol
* Kohn-Sham gap: 9.4 eV

Last column: Mulliken charge in e.
Atoms and positions in Å:
C  -0.4059  -1.1830  0.5416  -1.403
C  0.9762  1.0485  0.6889  -0.073
C  -0.2112  0.2806  0.2121  0.436
N  -1.4544  0.9539  0.2431  1.061
O  -1.6618  1.7520  1.1399  -0.570
O  -2.2717  0.5774  -0.5153  -0.558
O  1.0839  2.3298  0.3025  -0.505
O  0.0842  0.5249  -1.7805  -0.589
Br  2.6739  0.1579  0.4457  -0.138
H  -1.3365  -1.5807  0.1327  0.398
H  -0.4826  -1.3018  1.5679  0.416
H  0.5095  -1.7548  0.2431  0.392
H  0.9046  0.9338  1.8210  0.389
H  1.2054  2.5535  -0.6753  0.436
H  -0.5952  -0.1330  -2.0389  0.309

5.
Computed, not measured: a gas-phase ion, C3H6Cl2N3 (charge +1), with ωB97M-V with the def2-TZVPD basis set.

Properties
* energy relative to the best compared isomer or geometry (same formula, charge and spin): 36.9 kcal/mol
* Kohn-Sham gap: 8.3 eV
* net charge: +1
* structure (SMILES): NC(Cl)=[N+]=C[C@@H](N)Cl

Last column: Mulliken charge in e.
Atoms and positions in Å:
N  -1.1976  2.5662  -0.1006  -0.377
C  -0.3097  1.8439  0.5419  0.563
Cl  1.1162  2.6228  1.0810  -0.073
N  -0.5393  0.6827  0.9635  -0.169
C  -0.1661  -0.5303  1.2255  -0.083
C  0.9612  -1.2458  0.5925  -0.173
N  2.0701  -0.4287  0.1672  -0.425
Cl  1.6603  -2.9164  1.4324  -0.182
H  -2.1181  2.2675  -0.4734  0.269
H  -1.0130  3.5953  -0.4219  0.280
H  -0.5433  -1.1083  2.0504  0.430
H  0.4446  -1.7678  -0.1256  0.426
H  2.6180  -0.9759  -0.5309  0.270
H  2.4342  0.0207  0.9829  0.243

6.
Computed, not measured: a single C3H6ClF molecule, with ωB97M-V with the def2-TZVPD basis set.

Properties
* energy relative to the best compared isomer or geometry (same formula, charge and spin): 16.9 kcal/mol
* Kohn-Sham gap: 11.9 eV
* structure (SMILES): CC[C@H](F)Cl

Last column: Mulliken charge in e.
Atoms and positions in Å:
C  1.1313  -0.2993  0.6100  -0.874
C  0.0638  0.6604  0.0913  -0.516
C  -1.0675  -0.2125  -0.5552  0.198
F  -0.6653  -1.0111  -1.7256  -0.282
Cl  -2.3719  0.7934  -1.0564  -0.161
H  2.1494  0.2770  0.6119  0.276
H  0.7578  -0.7421  1.6390  0.279
H  1.3027  -1.1784  -0.1978  0.229
H  -0.4695  1.2473  0.8997  0.293
H  0.5574  1.4197  -0.5979  0.324
H  -1.3882  -0.9545  0.2810  0.233

7.
Computed, not measured: a single C3H6ClFN2O3P2 molecule, with ωB97M-V with the def2-TZVPD basis set.

Properties
* Kohn-Sham gap: 8.6 eV
* structure (SMILES): NCP(C(=O)NC(=O)F)#P(O)Cl

Last column: Mulliken charge in e.
Atoms and positions in Å:
N  -2.3995  -0.9217  1.2307  -0.570
C  -0.9245  -0.9028  1.1392  -0.511
P  -0.4677  -0.8320  -0.6747  -0.086
C  1.3949  -0.8641  -0.8461  0.488
O  1.8486  -1.4711  -1.7714  -0.496
N  2.2938  -0.2631  0.0816  -0.213
C  1.7698  0.8052  0.8455  0.441
O  1.7194  0.8080  2.0340  -0.421
F  1.3418  1.8782  0.1755  -0.199
P  -1.1277  1.1665  -1.3760  0.336
O  0.0517  1.4732  -2.4813  -0.455
Cl  -2.7629  0.7561  -2.5582  -0.236
H  -2.6652  -0.2398  1.9243  0.248
H  -2.6532  -1.8046  1.6475  0.247
H  -0.5620  -0.0397  1.6793  0.379
H  -0.5034  -1.8301  1.4993  0.372
H  3.1396  0.0281  -0.3942  0.323
H  0.5067  2.2535  -2.1551  0.353

8.
Computed, not measured: a single C3H6ClN molecule, with ωB97M-V with the def2-TZVPD basis set.

Properties
* energy relative to the best compared isomer or geometry (same formula, charge and spin): 14.1 kcal/mol
* Kohn-Sham gap: 9.4 eV
* structure (SMILES): C=C[C@@H](N)Cl

Last column: Mulliken charge in e.
Atoms and positions in Å:
C  -0.3067  -1.6515  -0.9105  -0.683
C  -0.5846  -0.4789  -0.3120  -0.108
C  0.4487  0.5335  0.0686  0.044
N  0.1034  1.8232  0.3932  -0.408
Cl  0.9550  -0.6028  1.8929  -0.400
H  -1.1395  -2.3897  -1.0955  0.199
H  0.5705  -2.0907  -1.1413  0.328
H  -1.5662  -0.2192  0.0044  0.217
H  1.4375  0.5899  -0.3147  0.356
H  -0.8326  2.1033  0.7359  0.216
H  0.9145  2.3828  0.6789  0.240

9.
Computed, not measured: 2 unconnected molecules or ions with the total composition C3H6ClN, with ωB97M-V with the def2-TZVPD basis set.

Properties
* energy relative to the best compared isomer or geometry (same formula, charge and spin): 92.1 kcal/mol
* Kohn-Sham gap (alpha / beta): 9.6 / 7.7 eV

Last column: Mulliken charge in e.
Atoms and positions in Å:
C  0.8881  0.0931  0.2313  0.351
C  1.9716  0.9270  -0.4338  -1.164
C  -2.6320  -1.2612  0.1562  -0.580
N  0.8082  -1.1004  0.1918  -0.525
Cl  -2.5778  0.3045  0.6401  -0.115
H  0.3233  0.8608  0.7179  0.282
H  1.6108  1.6773  -1.0193  0.360
H  2.6063  0.2758  -0.8776  0.361
H  2.4093  1.5282  0.3117  0.337
H  -1.9507  -1.4596  -0.5367  0.402
H  -3.4571  -1.8456  0.6185  0.292

10.
Computed, not measured: 2 unconnected molecules or ions with the total composition C3H6ClN, with ωB97M-V with the def2-TZVPD basis set.

Properties
* energy relative to the best compared isomer or geometry (same formula, charge and spin): 57.2 kcal/mol
* Kohn-Sham gap (alpha / beta): 7.5 / 7.5 eV

Last column: Mulliken charge in e.
Atoms and positions in Å:
C  1.5212  0.0332  -0.6811  -0.211
C  -1.7350  -0.1570  0.6124  -0.900
C  -1.0103  0.3851  -0.5964  -0.022
N  0.2655  0.1948  -0.7169  -0.068
Cl  3.6549  -0.0737  1.1632  -0.691
H  2.0691  -0.8731  -1.1089  0.294
H  2.2355  0.5719  0.0609  0.251
H  -0.9935  -0.9394  1.0448  0.262
H  -1.8526  0.7274  1.2281  0.308
H  -2.4878  -0.7225  0.2343  0.348
H  -1.6669  0.8534  -1.2403  0.429

Number 1: maximum force 4.661 eV/Å. Number 2: maximum force 4.006 eV/Å. Number 3: maximum force 5.235 eV/Å. Number 4: maximum force 5.458 eV/Å. Number 5: maximum force 5.287 eV/Å. Number 6: maximum force 2.844 eV/Å. Number 7: maximum force 2.352 eV/Å. Number 8: maximum force 4.819 eV/Å. Number 9: maximum force 4.533 eV/Å. Number 10: maximum force 5.381 eV/Å.